Version A
23
Properties=species:S:1:pos:R:3 method="wB97M-V/def2-TZVPD" orbital_gap_ha=0.3764
C 0.5451 0.0605 1.0973
C 1.9747 -0.1988 1.1987
C -0.2047 -0.6470 -0.0536
C -0.1112 0.8086 -0.0828
C -1.4138 -1.3580 0.5441
C 0.4114 -1.4802 -1.1215
C 0.6772 1.5456 -1.1150
C -1.3110 1.5572 0.3461
O 2.7559 0.0124 0.2812
H 0.0656 -0.0855 2.1482
H 2.3101 -0.4793 2.2885
H -1.9818 -0.8371 1.2836
H -0.9855 -2.3349 0.9837
H -2.0207 -1.7760 -0.2573
H 0.1939 -2.6091 -0.9647
H 1.5405 -1.4788 -1.2573
H -0.0396 -1.1714 -2.1612
H 1.1094 0.7592 -1.7136
H 1.4606 2.1745 -0.9003
H 0.0186 2.1471 -1.8430
H -1.6287 1.3355 1.4324
H -2.2590 1.4092 -0.2847
H -1.1071 2.6465 0.1510

Version B
23
Properties=species:S:1:pos:R:3 method="wB97M-V/def2-TZVPD" orbital_gap_ha="0.2885 / 0.2739"
C 1.1144 -0.1162 -0.6521
C 1.8003 -1.3176 1.1109
C 1.9619 0.5109 -1.7189
C -0.3511 1.9063 -0.5140
C -2.4309 0.3682 0.7735
C -0.9772 -1.7222 0.6700
C -0.1300 0.4333 -0.2214
C -1.1357 -0.2854 0.3740
O 1.7088 -1.2540 -0.2271
H 2.1312 -2.2666 1.4992
H 1.9478 -0.4204 1.6952
H 1.3980 1.1386 -2.4028
H 2.7690 1.1070 -1.2793
H 2.4351 -0.2864 -2.2962
H 0.5877 2.4488 -0.5947
H -0.9082 2.3893 0.2866
H -0.9174 2.0476 -1.4374
H -3.1443 -0.3656 1.1444
H -0.1390 -1.8410 1.4028
H -2.9016 0.8834 -0.0664
H -2.2799 1.1096 1.5660
H -1.8771 -2.1674 1.0891
H -0.6618 -2.3003 -0.2012

Relative energy table, unit kJ/mol: version A 0.0; version B 152.9